Computed, not measured: 4 unconnected molecules or ions with the total composition C35H68NO18PS, with ωB97M-V/def2-TZVPD.

Cartesian coordinates (Å):
C 1.802 1.952 3.575
C 1.348 2.559 2.213
C 0.124 1.742 1.779
O -0.605 2.213 0.654
C 0.087 2.104 -0.587
C 0.333 3.552 -1.145
P -0.063 4.925 0.082
C -1.857 5.358 -0.098
C 0.931 6.421 -0.421
O -0.362 3.930 -2.365
S -0.334 2.904 -3.595
O 0.678 3.250 -4.540
O -1.623 2.954 -4.189
C 0.033 1.205 -2.947
C -0.501 0.251 -4.033
O 0.496 -0.681 -4.474
C 0.145 -2.013 -4.163
C 1.560 1.141 -2.893
O 2.067 -0.045 -2.286
C 3.400 0.043 -1.950
C 4.406 -0.077 -3.069
O 3.679 0.174 -0.830
C -0.716 1.160 -1.550
C -0.875 -0.276 -0.975
C 0.314 -0.931 -0.238
C -0.212 -1.708 1.002
C 0.961 -2.194 1.870
C 1.777 -3.322 1.209
C 0.937 -4.484 0.652
C 1.885 -5.421 -0.172
C 1.468 -5.296 -1.643
O 2.248 -6.103 -2.530
C 3.520 -5.663 -2.659
C 4.585 -6.763 -2.672
O 3.825 -4.538 -2.773
N -2.050 1.731 -1.577
C -3.134 1.108 -2.259
C -4.390 1.999 -2.081
H 2.711 2.422 3.952
H 1.010 2.215 4.290
H 1.835 0.858 3.557
H 1.095 3.590 2.440
H 2.203 2.481 1.531
H 0.446 0.695 1.720
H -0.576 1.783 2.623
H 1.074 1.694 -0.351
H 1.411 3.686 -1.325
H -2.007 6.080 -0.910
H -2.202 5.761 0.854
H -2.475 4.487 -0.334
H 0.767 6.691 -1.471
H 0.584 7.243 0.211
H 1.980 6.225 -0.200
H -1.359 -0.341 -3.713
H -0.845 0.761 -4.940
H -0.851 -2.301 -4.526
H 0.864 -2.652 -4.689
H 0.267 -2.249 -3.096
H 2.039 2.006 -2.416
H 1.921 1.177 -3.930
H 5.363 -0.357 -2.634
H 4.108 -0.897 -3.732
H 4.454 0.849 -3.646
H -1.218 -0.979 -1.741
H -1.712 -0.216 -0.272
H 0.729 -1.712 -0.892
H 1.151 -0.289 0.029
H -0.828 -0.998 1.572
H -0.858 -2.512 0.640
H 1.627 -1.334 2.019
H 0.556 -2.479 2.849
H 2.434 -2.935 0.420
H 2.435 -3.740 1.982
H 0.148 -4.168 -0.038
H 0.493 -5.020 1.496
H 2.922 -5.106 -0.032
H 1.723 -6.443 0.182
H 1.552 -4.243 -1.943
H 0.414 -5.575 -1.698
H 5.279 -6.513 -3.472
H 5.050 -6.748 -1.686
H 4.079 -7.711 -2.862
H -2.161 2.668 -1.240
H -3.450 0.117 -1.894
H -3.038 0.995 -3.351
H -5.231 1.592 -2.643
H -4.659 1.941 -1.015
H -4.175 3.048 -2.298
C -4.275 0.910 2.755
O -3.217 0.499 3.623
C -3.622 -0.116 4.737
O -4.765 -0.338 5.048
O -2.539 -0.441 5.446
C -2.821 -1.114 6.675
H -3.813 1.392 1.896
H -4.847 0.050 2.412
H -4.926 1.627 3.254
H -3.332 -2.058 6.489
H -3.416 -0.483 7.333
H -1.871 -1.323 7.160
C -3.477 1.766 12.895
O -3.537 1.263 11.560
C -4.208 2.045 10.709
O -4.738 3.091 10.977
O -4.187 1.461 9.507
C -4.872 2.190 8.486
H -2.911 1.047 13.482
H -2.963 2.726 12.922
H -4.476 1.857 13.317
H -4.413 3.166 8.335
H -5.927 2.298 8.730
H -4.784 1.617 7.566
C 4.240 -3.293 -9.505
O 3.550 -2.053 -9.355
C 3.413 -1.652 -8.087
O 3.814 -2.239 -7.113
O 2.757 -0.492 -8.088
C 2.537 0.058 -6.785
H 4.286 -3.507 -10.570
H 5.255 -3.218 -9.117
H 3.701 -4.098 -9.007
H 3.488 0.265 -6.292
H 1.932 -0.611 -6.182
H 2.000 0.995 -6.913

Values from the calculation:
molecular weight = 854.0 g/mol
orbital gap = 8.6 eV
SMILES string = CCCO[C@@H]1[C@H](P(C)C)OS(=O)(=O)[C@@](COC)(COC(C)=O)[C@]1(CCCCCCCCOC(C)=O)NCC.COC(=O)OC.COC(=O)OC.COC(=O)OC


Computed, not measured: 3 unconnected molecules or ions with the total composition C35H69BrClN2O11P2, with ωB97M-V/def2-TZVPD.

Cartesian coordinates (Å):
C 6.455 1.497 2.564
C 6.368 1.989 1.040
C 5.103 2.912 0.677
Br 5.561 4.877 0.626
C 3.778 2.604 1.513
C 2.585 1.781 0.882
C 2.602 1.156 -0.586
C 2.868 -0.443 -0.476
C 3.644 -1.027 -1.782
Cl 3.932 -0.795 1.020
C 1.269 1.536 1.721
C -0.014 0.725 1.186
C -1.310 1.703 1.039
C -2.616 1.109 1.769
C -2.420 1.185 3.360
C -3.644 0.587 4.217
O -4.080 1.461 5.301
C -2.999 1.698 6.238
N 1.152 2.028 3.089
C 2.191 2.775 3.760
O 1.899 3.207 5.069
C 2.629 2.452 6.080
C 1.713 1.526 7.011
C 2.749 0.688 7.957
O 0.960 0.587 6.211
C 3.528 3.093 2.996
C 4.615 3.926 3.812
C 4.038 5.373 4.296
C 3.503 6.371 3.169
N 4.000 5.715 5.579
H 5.489 1.073 2.995
H 7.216 0.624 2.580
H 6.932 2.331 3.180
H 7.308 2.595 0.808
H 6.415 1.056 0.362
H 4.839 2.668 -0.422
H 3.286 1.681 -1.330
H 1.529 1.272 -1.007
H 1.897 -1.037 -0.277
H 3.316 -2.117 -1.973
H 3.428 -0.381 -2.713
H 4.781 -1.067 -1.629
H -0.296 -0.056 1.970
H 0.140 0.211 0.182
H -1.569 1.922 -0.055
H -1.000 2.694 1.553
H -3.477 1.839 1.510
H -2.936 0.081 1.375
H -2.348 2.304 3.638
H -1.463 0.607 3.660
H -4.576 0.340 3.603
H -3.290 -0.400 4.703
H -2.155 0.916 6.145
H -2.559 2.731 6.013
H -3.384 1.724 7.311
H 0.262 1.856 3.604
H 3.133 3.237 6.767
H 3.439 1.823 5.578
H 1.077 2.139 7.742
H 2.215 0.001 8.691
H 3.386 1.480 8.503
H 3.407 0.079 7.225
H 1.567 -0.018 5.720
H 5.635 4.011 3.315
H 4.793 3.347 4.800
H 2.462 6.753 3.444
H 3.379 5.767 2.200
H 4.287 7.206 3.069
H 4.396 4.930 6.123
O -2.219 -2.896 -1.983
P -1.514 -4.109 -2.604
O -2.666 -5.212 -2.162
C -3.870 -5.257 -2.918
C -3.638 -5.829 -4.303
O -0.504 -4.320 -1.297
C -0.154 -3.243 -0.443
C -1.019 -3.255 0.798
O -0.720 -5.418 -3.372
C 0.560 -5.909 -2.986
C 0.418 -7.013 -1.949
H -4.310 -4.257 -2.981
H -4.571 -5.893 -2.373
H -3.007 -5.163 -4.899
H -4.585 -5.966 -4.830
H -3.124 -6.792 -4.243
H -0.203 -2.283 -0.964
H 0.891 -3.388 -0.147
H -2.082 -3.234 0.552
H -0.787 -2.398 1.435
H -0.854 -4.172 1.371
H 1.216 -5.104 -2.652
H 1.024 -6.334 -3.881
H -0.141 -6.689 -1.068
H 1.404 -7.365 -1.626
H -0.132 -7.859 -2.371
O -4.006 -2.161 -5.534
P -3.307 -0.797 -5.459
O -4.658 0.061 -5.026
C -5.097 -0.026 -3.678
C -4.152 0.698 -2.736
O -3.407 -0.539 -7.098
C -3.485 -1.614 -8.029
C -4.929 -1.846 -8.434
O -2.459 0.686 -5.324
C -1.826 1.340 -6.420
C -2.786 2.311 -7.090
H -5.208 -1.074 -3.387
H -6.086 0.437 -3.629
H -3.178 0.198 -2.703
H -4.559 0.723 -1.723
H -3.978 1.723 -3.075
H -3.018 -2.519 -7.637
H -2.907 -1.321 -8.912
H -5.568 -2.021 -7.566
H -5.011 -2.701 -9.108
H -5.325 -0.961 -8.939
H -1.398 0.624 -7.123
H -0.986 1.911 -6.011
H -3.705 1.825 -7.424
H -2.310 2.786 -7.954
H -3.086 3.092 -6.386

Values from the calculation:
charge = +1
molecular weight = 871.2 g/mol
orbital gap = 7.1 eV


Computed, not measured: 3 unconnected molecules or ions with the total composition C35H69I2N3O8S, with ωB97M-V/def2-TZVPD.

Cartesian coordinates (Å):
C -0.960 -4.136 -0.931
C 0.272 -4.398 -1.800
O 1.398 -3.621 -1.434
C 1.965 -3.956 -0.181
C 3.420 -4.429 -0.324
O 4.315 -3.394 0.054
C 5.298 -3.748 0.991
C 4.723 -4.076 2.392
O 3.427 -3.539 2.578
C 3.342 -2.540 3.573
C 1.963 -1.878 3.489
C 0.973 -2.233 4.606
C 0.716 -3.694 4.968
C 1.868 -4.517 5.568
C 2.535 -5.511 4.600
N 3.922 -5.752 4.988
C -0.299 -1.422 4.202
I -2.259 -2.161 4.568
O -0.183 -0.137 4.831
S 0.855 0.794 4.032
O 0.157 1.326 2.886
O 1.427 1.684 5.007
C 2.173 -0.326 3.439
C 2.609 0.203 2.057
C 1.637 -0.068 0.892
C 2.334 -0.516 -0.385
I 3.512 1.076 -1.217
H -1.046 -3.072 -0.695
H -1.858 -4.437 -1.480
H -0.949 -4.722 -0.006
H 0.528 -5.469 -1.789
H 0.056 -4.133 -2.838
H 1.361 -4.707 0.343
H 1.977 -3.058 0.449
H 3.600 -4.683 -1.376
H 3.589 -5.328 0.280
H 5.864 -4.629 0.647
H 6.006 -2.915 1.035
H 5.407 -3.715 3.172
H 4.651 -5.165 2.516
H 4.131 -1.795 3.394
H 3.526 -2.972 4.569
H 1.532 -2.202 2.532
H 1.326 -1.732 5.519
H 0.290 -4.230 4.110
H -0.056 -3.651 5.738
H 2.622 -3.896 6.069
H 1.423 -5.111 6.374
H 2.010 -6.471 4.684
H 2.409 -5.181 3.554
H 4.422 -6.292 4.295
H 4.420 -4.889 5.158
H -0.314 -1.244 3.122
H 2.976 -0.112 4.155
H 3.593 -0.226 1.833
H 2.747 1.285 2.146
H 1.085 0.852 0.683
H 0.880 -0.817 1.157
H 1.632 -0.824 -1.158
H 3.056 -1.314 -0.204
C -2.088 2.716 -6.059
C -2.157 1.236 -5.630
C -2.494 1.104 -4.139
C -1.345 1.491 -3.213
C -0.072 0.728 -3.571
C 0.326 0.876 -5.041
N -0.859 0.530 -5.891
O -0.999 -0.733 -6.058
C 0.839 2.295 -5.318
C 1.459 -0.089 -5.376
C -3.243 0.559 -6.461
H -1.912 3.391 -5.222
H -1.308 2.881 -6.799
H -3.032 3.012 -6.517
H -2.775 0.065 -3.938
H -3.376 1.716 -3.932
H -1.167 2.570 -3.247
H -1.624 1.265 -2.181
H 0.765 1.071 -2.960
H -0.222 -0.334 -3.351
H 1.013 2.440 -6.385
H 1.789 2.428 -4.799
H 0.172 3.078 -4.969
H 1.206 -1.114 -5.120
H 2.345 0.201 -4.807
H 1.700 -0.051 -6.439
H -2.993 0.583 -7.523
H -4.179 1.100 -6.314
H -3.393 -0.477 -6.169
C -1.736 3.939 1.825
C -2.910 3.417 0.972
C -2.535 3.371 -0.515
C -2.458 4.746 -1.174
C -3.747 5.533 -0.946
C -4.129 5.643 0.534
N -4.136 4.266 1.126
O -5.225 3.631 0.891
C -3.164 6.578 1.274
C -5.529 6.232 0.675
C -3.240 2.006 1.456
H -1.022 4.525 1.247
H -2.081 4.550 2.658
H -1.196 3.091 2.241
H -3.278 2.767 -1.045
H -1.577 2.851 -0.605
H -1.596 5.305 -0.799
H -2.295 4.622 -2.247
H -3.657 6.543 -1.355
H -4.565 5.042 -1.483
H -3.361 6.562 2.346
H -3.321 7.596 0.916
H -2.116 6.339 1.116
H -6.263 5.672 0.102
H -5.516 7.261 0.312
H -5.843 6.238 1.719
H -3.570 2.021 2.496
H -2.333 1.402 1.395
H -4.016 1.539 0.855

Values from the calculation:
multiplicity = 3
molecular weight = 945.8 g/mol
orbital gap (spin up / spin down) = 8.0 / 9.2 eV


Computed, not measured: a molecular structure, C35H70Br2Ca2Cl5CsN5O10S, with ωB97M-V/def2-TZVPD.

Cartesian coordinates (Å):
C 4.540 2.915 0.474
C 3.297 2.725 -0.348
C 2.578 1.231 -0.604
C 2.649 1.044 -2.187
C 3.949 1.709 -2.889
C 3.645 3.134 -3.553
C 2.492 3.092 -4.660
N 2.309 1.761 -5.310
C 3.236 1.542 -6.455
C 0.928 1.672 -5.818
C -0.119 0.538 -5.454
O 0.538 2.586 -6.580
O 3.544 0.239 -0.121
S 3.120 -0.635 1.204
O 3.379 0.250 2.384
O 4.025 -1.844 1.479
C 1.340 -1.093 1.137
C 1.037 -2.650 1.001
Br -0.150 -3.536 2.359
C 1.560 -3.590 0.078
C 1.178 -5.158 0.120
Br 2.830 -3.067 -1.334
C 0.343 -0.105 0.295
C -0.863 0.123 1.312
C -2.304 0.593 0.964
C -2.796 0.945 -0.497
C -3.870 2.152 -0.380
N -4.282 2.653 -1.729
C 0.032 -0.606 -1.164
C -1.041 -1.683 -1.499
N -1.999 -2.164 -0.497
N -1.876 -1.162 -2.653
N -0.367 -2.925 -2.121
C 1.171 1.319 0.125
C 0.278 2.598 -0.174
C 0.283 3.251 -1.612
O -0.571 2.636 -2.600
H 5.482 2.317 0.306
H 4.488 3.711 1.309
H 2.863 3.684 -0.757
H 1.709 1.284 -2.766
H 2.806 -0.085 -2.356
H 4.877 1.683 -2.240
H 4.181 1.012 -3.773
H 4.594 3.484 -4.084
H 3.351 3.931 -2.799
H 2.753 3.832 -5.500
H 1.470 3.383 -4.232
H 4.104 2.287 -6.488
H 2.719 1.611 -7.478
H 3.729 0.504 -6.449
H 0.295 -0.050 -4.576
H -1.101 1.076 -5.213
H -0.328 -0.097 -6.373
H 1.085 -0.902 2.248
H 0.055 -5.306 -0.053
H 1.692 -5.682 -0.762
H 1.572 -5.633 1.089
H -0.978 -0.878 1.877
H -0.432 0.817 2.126
H -3.073 -0.158 1.368
H -2.532 1.535 1.594
H -3.384 0.056 -0.905
H -2.019 1.239 -1.260
H -4.763 1.782 0.227
H -3.412 3.048 0.174
H -5.204 2.244 -1.927
H -3.585 2.262 -2.379
H -0.172 0.324 -1.808
H 1.018 -1.000 -1.606
H -1.639 -2.295 0.452
H -2.597 -2.934 -0.821
H -2.688 -1.774 -2.827
H -1.294 -1.023 -3.484
H -0.696 -3.734 -1.560
H -0.760 -3.103 -3.062
H 1.430 1.514 1.240
H -0.799 2.560 0.166
H 0.714 3.456 0.466
H 1.308 3.404 -2.088
H -0.123 4.320 -1.468
H -0.652 3.236 -3.370
Ca -2.341 -4.848 -1.128
Cl 4.515 2.662 2.684
C 2.247 5.688 2.442
O 2.691 5.168 1.298
H 2.948 6.338 2.999
H 1.351 6.334 2.385
H 1.946 4.974 3.234
C 4.866 -3.327 5.724
C 4.310 -3.102 4.334
C 3.127 -4.051 4.312
O 2.643 -4.143 5.653
C 3.604 -3.541 6.536
H 5.474 -2.500 6.093
H 5.478 -4.234 5.738
H 3.963 -2.070 4.235
H 5.029 -3.298 3.536
H 3.432 -5.060 3.994
H 2.325 -3.707 3.656
H 3.189 -2.590 6.884
H 3.764 -4.188 7.400
Ca 2.669 -6.783 2.270
C -5.419 -0.546 -3.574
O -5.303 -1.759 -3.025
H -6.198 -0.420 -4.353
H -5.662 0.295 -2.891
H -4.527 -0.140 -4.100
C -5.412 1.315 4.490
C -5.999 1.020 3.120
C -7.368 0.367 3.232
O -5.116 0.158 2.405
H -5.279 0.393 5.065
H -4.425 1.774 4.394
H -6.057 1.990 5.058
H -6.081 1.947 2.547
H -7.302 -0.588 3.763
H -7.771 0.150 2.240
H -8.072 1.013 3.761
H -5.035 -0.666 2.903
C -3.627 5.055 3.374
Cl -2.609 3.684 2.872
Cl -5.105 5.082 2.392
Cl -4.058 4.882 5.089
Cl -2.732 6.569 3.141
C -0.728 -8.695 0.238
O -1.550 -7.963 -0.529
H -1.139 -9.632 0.659
H 0.206 -9.064 -0.233
H -0.325 -8.210 1.156
Cs 5.356 -3.165 -0.348

Values from the calculation:
charge = +1
molecular weight = 1303.2 g/mol
orbital gap = 2.1 eV